DFT (wB97M-V/def2-TZVPD) results for a cluster of 2 separate species, C2H3F3O in total.

Last columns: bonded neighbours and bond lengths (Å).
Geometry (Å):
1 C 1.01 -0.28 -0.31  C2 1.424, H7 1.058, H8 1.235, H9 1.065
2 C -0.26 -0.74 0.15  C1 1.424, F4 1.314, F5 1.330
3 O -0.84 1.85 0.26  F6 1.398
4 F -1.38 -1.02 -0.48  C2 1.314
5 F -0.39 -1.01 1.44  C2 1.330
6 F -2.23 1.82 0.17  O3 1.398
7 H 0.92 0.15 -1.27  C1 1.058
8 H 1.84 -1.19 -0.38  C1 1.235
9 H 1.34 0.42 0.42  C1 1.065

Calculated values
- total energy (eV) = -12315.43498
- HOMO energy (spin up / spin down) (eV) = -10.09 / -8.09
- relative energy (zero: lowest compared OMol25 entry of this formula, charge and spin) (kcal/mol) = 169.4
- gap between HOMO and LUMO (spin up / spin down) (eV) = 9.70 / 6.29

Atom charges from the natural (NBO) analysis, given in e for atoms 1 to 8:
1. C -0.744
2. C 0.918
3. O -0.243
4. F -0.256
5. F -0.284
6. F -0.178
7. H 0.269
8. H 0.236